C38H37ClMoO3S5Si | ωB97M-V/def2-TZVPD

Each line ends with the Mulliken charge.
Atoms and positions in Å:
Mo: 0.88844 -0.19448 0.05132  -0.736
Cl: -0.95979 -1.90635 -2.86411  -0.159
S: 1.60580 2.19589 1.23980  -0.367
S: 4.06006 1.76832 -1.16802  0.051
S: 0.18313 1.29586 -4.96599  -0.033
S: 0.58574 4.10060 -1.80123  -0.045
S: 2.74844 -0.50209 1.35143  -0.430
Si: -1.81002 -0.48705 2.25839  -1.956
O: 1.56993 0.47044 -1.53985  0.975
O: -0.46187 -0.32220 1.31164  2.650
O: 3.40768 1.52775 2.96796  -0.289
C: -4.13334 -3.78256 1.04659  -0.791
C: -0.35936 -2.27609 3.83851  -1.604
C: 3.40561 3.24457 -3.14203  -0.361
C: -4.68511 2.44595 2.79714  -0.767
C: 3.14508 -3.73891 -2.87460  -0.837
C: -4.02186 1.23051 2.71860  -0.389
C: 1.31093 -2.73858 -1.62616  0.124
C: -4.02041 3.61895 2.46296  -0.555
C: -2.69802 3.56891 2.04746  -0.641
C: -2.68699 1.16088 2.30815  0.477
C: 0.69645 -2.32191 -0.34189  -1.864
C: -2.88771 -1.72270 1.34970  0.881
C: 2.59142 -3.29659 -1.68452  -0.364
C: -2.03969 2.34870 1.96573  0.225
C: 2.66838 1.13461 1.95079  0.664
C: -1.18339 -0.98919 3.96328  2.271
C: -4.43208 -3.42884 -0.25993  -0.633
C: -1.75833 3.09065 -1.74837  -1.133
C: -2.32142 -1.18125 4.97287  -1.764
C: -0.87604 2.03441 -2.09136  -0.521
C: 2.43211 0.18430 -4.51056  -0.235
C: -0.27920 0.14439 4.46574  -1.654
C: 1.48789 0.95398 -3.90140  -0.683
C: 2.09586 -0.13904 -5.84978  -0.875
C: 1.59419 1.52561 -2.49837  3.257
C: -3.96261 -2.22642 -0.77174  -0.576
C: 4.70332 3.66533 -2.74811  -0.937
C: 0.42609 2.43802 -2.17858  -1.016
C: 4.29134 0.58628 3.59544  -0.758
C: 2.41573 -3.66151 -4.05300  -0.460
C: 0.90314 0.39942 -6.22682  -0.457
C: -3.36646 -2.93768 1.83961  -0.382
C: -1.09770 4.26802 -1.56750  -0.541
C: 0.62918 -2.63377 -2.83901  1.181
C: 2.92811 2.23056 -2.36649  -1.260
C: 1.14529 -3.10772 -4.03128  -0.773
C: -3.20471 -1.38713 0.02834  -0.161
C: 5.17782 2.94974 -1.69168  -0.578
H: -4.53466 4.56984 2.52466  0.381
H: 6.12851 3.05209 -1.19419  0.475
H: 5.25508 4.45833 -3.23114  0.441
H: 4.13964 -4.16638 -2.87814  0.403
H: -1.19535 1.01765 -2.28747  0.820
H: -5.71907 2.47952 3.11658  0.438
H: -2.84687 -0.45085 -0.39046  0.324
H: 2.85848 3.65787 -3.97815  0.575
H: 4.72103 1.11558 4.43926  0.263
H: -2.90445 -0.26574 5.09787  0.352
H: 5.07402 0.28188 2.90148  0.343
H: -3.00769 -1.98157 4.69679  0.260
H: -4.18009 -1.94785 -1.79493  0.470
H: -1.51317 5.22877 -1.30917  0.527
H: -0.36228 -2.59830 -0.33834  0.520
H: -1.00262 2.32578 1.65031  -0.032
H: 3.15061 -3.39309 -0.76079  0.401
H: -2.82778 2.97602 -1.64728  0.457
H: 0.47738 -2.14911 3.14720  0.105
H: 0.04918 -2.55354 4.81658  0.517
H: -3.13102 -3.25260 2.84795  0.135
H: -0.96090 -3.11497 3.47998  0.257
H: -4.49011 -4.72200 1.44957  0.409
H: 0.41096 0.31904 -7.18254  0.473
H: -1.90092 -1.43522 5.95197  0.522
H: 3.34203 -0.12880 -4.01607  0.561
H: 1.18325 -2.84016 0.48801  0.613
H: 2.82880 -4.02943 -4.98309  0.410
H: 0.15655 -0.13188 5.43219  0.542
H: -2.17322 4.48174 1.79228  0.459
H: -4.55859 0.32153 2.97195  0.408
H: -5.02387 -4.08951 -0.88050  0.380
H: 2.71263 -0.74269 -6.50002  0.428
H: -0.83653 1.07336 4.60239  0.296
H: 0.54107 0.35106 3.77299  0.124
H: 0.55286 -3.03021 -4.93220  0.428
H: 3.73606 -0.28677 3.93538  0.343

The value obtained for the gap between HOMO and LUMO (alpha / beta) is 7.7 / 7.7 eV. The calculation puts the highest occupied orbital energy (alpha / beta) at -7.68 / -7.69 eV. Its multiplicity is 1. The strongest force on any atom is 0.014 hartree/bohr.

=====

C38H37F5N4 | ωB97M-V/def2-TZVPD

Each line ends with the Mulliken charge.
Atoms and positions in Å:
F: 3.77834 7.09127 -1.98966  -0.336
F: -4.95099 -4.39431 7.54231  -0.314
F: 3.61015 1.17240 -2.99570  -0.240
F: -1.14032 -2.19574 1.12228  -0.309
F: -1.99556 3.54061 2.05172  -0.334
N: -2.53465 -2.05001 -1.58618  -0.445
N: 3.90517 -4.65854 -2.61848  -0.455
N: -4.58487 0.98727 3.11569  -0.479
N: 4.41148 0.83562 0.21458  -0.436
C: 2.43189 -1.80894 -4.69353  -0.547
C: 1.32972 1.00058 1.71117  -0.896
C: 0.52454 -0.75600 0.27098  -0.050
C: 1.59559 3.70117 -1.22976  0.755
C: -4.35443 -4.30278 6.33955  0.360
C: -2.20591 2.71213 -1.99716  -0.583
C: 1.35336 0.34125 0.50223  0.487
C: -0.13119 -0.66787 2.60168  -0.517
C: -3.91058 -0.91353 1.46458  0.201
C: -2.35981 -3.96749 5.07177  -0.450
C: -1.82385 2.01084 0.27218  0.294
C: 2.77480 -2.77305 -1.21548  -0.025
C: 0.66359 0.43736 2.80340  -0.729
C: -2.49022 -3.11685 -1.16902  0.580
C: 1.08595 -1.75580 -4.39496  -0.647
C: 2.80024 0.19618 -3.46832  -0.196
C: -3.11607 -3.92917 3.91633  -0.163
C: -4.48132 -4.19031 3.96440  -0.341
C: -0.27231 -1.18066 1.31858  0.025
C: 3.29436 -0.78981 -4.29023  -0.445
C: 0.60044 -0.75326 -3.55674  -0.493
C: 2.37925 4.25518 -0.23183  -0.382
C: 2.15244 5.52765 -2.66176  -0.470
C: 3.03153 6.01338 -1.72493  0.360
C: -5.11429 -4.38958 5.18452  -0.474
C: 3.43682 -3.80884 -2.00432  -0.014
C: -2.55265 3.97182 -1.50898  -0.585
C: -2.11567 3.27259 0.74912  -0.137
C: 5.11227 1.49404 -0.41004  0.526
C: -2.45256 4.25985 -0.16142  -0.446
C: 3.09060 5.42452 -0.47189  -0.608
C: 1.38216 4.39430 -2.41813  -0.547
C: -2.46244 -4.47393 -0.64316  -0.894
C: -1.79397 1.74299 -1.08708  -0.552
C: -2.98412 -4.14041 6.30378  -0.445
C: -4.28982 0.16885 2.36653  0.081
C: 5.98102 2.35214 -1.21121  -0.896
C: 1.47096 0.20271 -3.05650  0.458
H: 7.00131 1.98216 -1.18716  0.339
H: 0.40299 -2.52472 -4.73294  0.422
H: 1.95610 1.84947 1.95077  0.305
H: -2.08274 -4.46334 0.37770  0.127
H: -3.68764 -0.64924 0.43482  0.178
H: -2.41700 -3.89934 7.19433  0.349
H: -2.60490 5.26261 0.22587  0.448
H: -2.86273 4.71877 -2.22857  0.387
H: -1.77068 -5.08603 -1.22296  0.323
H: 0.33401 -1.20128 -0.69670  0.236
H: -3.02578 -1.38488 1.88172  -0.419
H: 1.77140 -2.66220 -1.61697  -0.078
H: 0.78776 0.90766 3.76864  0.427
H: -5.08293 -4.28204 3.06918  0.385
H: -1.48385 1.21933 0.93216  0.729
H: 4.34661 -0.81988 -4.54120  0.442
H: -2.30273 2.44208 -3.04029  0.474
H: -1.54847 0.72657 -1.37173  0.316
H: -0.42487 -0.69384 -3.21104  0.366
H: -2.66559 -3.86789 2.93113  0.319
H: -6.18292 -4.54401 5.24402  0.403
H: -1.29068 -3.80284 5.02577  0.380
H: -0.72485 -1.14395 3.37604  0.408
H: -3.44047 -4.94534 -0.67986  0.355
H: -4.72473 -1.63998 1.48694  0.467
H: 1.90579 0.76374 -0.32457  0.437
H: 3.73943 5.83834 0.29109  0.422
H: 2.74774 -3.00471 -0.15228  0.551
H: 1.14999 1.02118 -2.42348  0.451
H: 1.04639 2.79713 -0.98788  -0.251
H: 2.85579 -2.54814 -5.36144  0.415
H: 0.79682 3.91907 -3.19247  0.439
H: 5.89519 3.37747 -0.85487  0.262
H: 5.61229 2.35930 -2.23623  0.246
H: 3.32638 -1.83422 -1.27951  0.047
H: 2.59440 3.70409 0.67420  0.260
H: 1.97413 6.01903 -3.61317  0.388

The value obtained for the gap between HOMO and LUMO is 9.5 eV. The calculation puts the highest occupied orbital energy at -9.18 eV. Its multiplicity is 1. The strongest force on any atom is 0.030 hartree/bohr.

=====

C38H38BiClOP2S | ωB97M-V/def2-TZVPD

Each line ends with the Mulliken charge.
Atoms and positions in Å:
Bi: 0.32386 0.03712 -0.60526  1.118
Cl: 2.80079 0.01958 -0.33278  -0.412
S: -0.31650 0.22346 2.94192  0.913
P: 0.02171 -2.69091 -0.42317  1.036
P: 0.02583 2.69814 -0.45361  1.015
O: -1.44902 1.16693 2.66096  -0.690
C: 0.95577 3.45384 0.92868  0.452
C: -1.77351 -4.00388 -2.08873  -0.368
C: -1.98930 4.54289 -1.02909  -0.484
C: -4.06027 -3.12174 -0.72607  -0.760
C: 3.03313 4.31827 1.86489  -0.798
C: -2.79792 -2.67987 -0.32474  -0.074
C: -3.03557 -4.46410 -2.46767  -0.693
C: 1.94041 -3.73440 3.03143  -0.710
C: 0.47362 0.79035 4.46799  -1.191
C: 0.38623 -3.42370 1.18722  0.391
C: -1.04873 -1.31422 3.45763  -0.740
C: -2.77285 2.54592 0.09584  -0.112
C: 0.31188 3.73386 2.15070  -0.539
C: -1.63670 -3.17362 -0.96274  0.534
C: 1.01290 4.30700 3.20775  -0.699
C: 1.87591 2.68525 -4.15866  -0.804
C: -0.53258 -4.28202 1.81678  -0.388
C: 2.16751 4.04217 -4.34660  -0.532
C: 1.86253 4.96458 -3.34071  -0.870
C: 2.86144 -4.96233 -2.29214  -0.694
C: 2.36503 4.64616 3.05335  -0.378
C: 1.92618 -4.48534 -1.36815  -0.360
C: -4.33278 4.32453 -0.43637  -0.503
C: 1.27495 4.53739 -2.14669  -0.439
C: 1.23689 2.26690 -2.99543  -0.062
C: 1.02803 -4.61009 3.63806  -0.561
C: -1.70589 3.29581 -0.45230  0.801
C: 1.28585 -3.25512 -1.60148  0.135
C: 1.65789 -2.47713 -2.71771  -0.215
C: 1.61612 -3.12274 1.81790  -0.301
C: -3.28529 5.06553 -0.99599  -0.735
C: -4.18035 -4.03646 -1.78202  -0.569
C: -0.21021 -4.86237 3.04290  -0.624
C: 2.61822 -2.94604 -3.61386  -0.688
C: -4.07349 3.05270 0.09428  -0.800
C: 2.34928 3.66318 0.84028  -0.146
C: 0.89515 3.19590 -1.98537  0.818
C: 3.20089 -4.20400 -3.40986  -0.555
H: 1.03470 -0.05758 4.88743  0.425
H: -5.34704 4.73283 -0.42453  0.397
H: 2.14875 1.95255 -4.92540  0.445
H: -0.26288 -2.00186 3.78972  0.236
H: -3.12404 -5.14795 -3.31327  0.434
H: -3.48336 6.05424 -1.41897  0.419
H: 1.10878 5.24296 -1.32949  0.508
H: -0.74732 3.49305 2.26406  0.415
H: 2.30988 -2.41736 1.34789  0.370
H: 1.21645 -1.48825 -2.87753  0.217
H: 1.68938 -5.05303 -0.46766  0.446
H: -2.72150 -1.93126 0.46607  0.105
H: -1.75656 -1.09896 4.26702  0.560
H: -1.49188 -4.48914 1.33300  0.423
H: -2.58341 1.56525 0.53374  0.187
H: 3.93142 -4.58045 -4.12933  0.402
H: 2.91102 -2.33283 -4.46441  0.449
H: 2.90438 5.12422 3.87280  0.411
H: 1.02431 1.19786 -2.87500  -0.242
H: 3.33066 -5.93126 -2.11589  0.430
H: 1.28020 -5.08016 4.58928  0.396
H: 4.09237 4.55532 1.75590  0.426
H: -0.94082 -5.50550 3.53619  0.428
H: -4.95841 -2.75543 -0.22203  0.442
H: -1.58965 -1.74104 2.59950  -0.082
H: -1.17783 5.10142 -1.49689  0.317
H: -0.32536 1.14802 5.14518  0.384
H: -0.88513 -4.29447 -2.65221  0.422
H: 2.09002 6.02042 -3.47699  0.419
H: 2.64441 4.36943 -5.27018  0.408
H: -4.90288 2.46941 0.50944  0.416
H: 2.89665 -3.52045 3.50604  0.442
H: 0.51092 4.48651 4.16041  0.490
H: 1.15091 1.61691 4.19262  0.257
H: 2.89506 3.31329 -0.04285  0.447
H: -0.56362 -0.17700 -2.16184  0.221
H: -1.44852 -0.16798 -0.24733  0.002
H: -5.16711 -4.39910 -2.08583  0.408

The value obtained for the gap between HOMO and LUMO (alpha / beta) is 5.5 / 5.5 eV. The calculation puts the highest occupied orbital energy (alpha / beta) at -13.83 / -13.83 eV. The total charge is +2. Its multiplicity is 1. The strongest force on any atom is 0.056 hartree/bohr.

=====

- The lowest strongest force on any atom belongs to which entry?
  C38H37ClMoO3S5Si

=====

- The lowest strongest force on any atom belongs to which entry?
  C38H37ClMoO3S5Si